The following is a DFT calculation (ωB97M-V/def2-TZVPD) of the ion C20H21F3NO7S3 with charge -1 at a distorted geometry.

Geometry as XYZ:
```
55
C20H21F3NO7S3, DFT ωB97M-V/def2-TZVPD
C -3.152 -1.341 0.804
C -2.138 -0.240 0.989
O -1.002 -0.773 1.728
C -0.114 0.171 2.141
C 1.192 -0.415 2.674
C 1.037 -1.790 3.133
C 2.408 0.046 1.821
C 3.557 -0.896 1.706
O 2.376 1.163 1.341
O -0.411 1.353 2.178
H -4.029 -0.892 0.310
H -2.785 -2.149 0.161
H -3.463 -1.777 1.757
H -1.786 0.108 0.007
H -2.585 0.593 1.543
H 0.348 -1.756 3.986
H 0.609 -2.433 2.345
H 1.970 -2.253 3.468
H 3.615 -1.637 2.510
H 3.506 -1.425 0.748
H 4.478 -0.303 1.717
F 1.832 3.570 3.302
C 1.915 2.932 4.481
F 3.126 3.135 5.029
F 0.984 3.432 5.335
S 1.582 1.025 4.127
N 1.580 0.749 5.960
S 3.049 0.407 6.845
C 3.391 1.919 7.770
C 4.605 2.586 7.613
C 4.795 3.844 8.192
C 3.782 4.398 8.984
C 2.610 3.673 9.234
C 2.449 2.403 8.677
O 2.707 -0.686 7.702
O 4.120 0.342 5.891
S 0.053 0.227 6.463
C -1.043 1.556 5.985
C -1.226 2.659 6.834
C -2.038 3.708 6.426
C -2.723 3.665 5.200
C -2.546 2.553 4.378
C -1.743 1.499 4.788
O -0.229 -0.983 5.731
O 0.020 0.269 7.895
H 5.386 2.147 7.003
H 5.730 4.378 8.016
H 3.951 5.350 9.476
H 1.829 4.079 9.881
H 1.580 1.793 8.907
H -0.703 2.689 7.788
H -2.115 4.584 7.067
H -3.340 4.511 4.896
H -3.040 2.484 3.408
H -1.597 0.648 4.135
```

HOMO in Eh: -0.104
M in g mol⁻¹: 540.58
Orbital gap in eV: 5.5
Total energy in eV: -77558.99721
Net charge: -1